{"formula": "CH3N3O2", "method": "ωB97M-V with the def2-TZVPD basis set", "total_energy_ha": -354.4564, "e_above_lowest_kj_mol": 596.5, "lumo_energy_ha": 0.000, "homo_ev": -9.60, "multiplicity": 1, "orbital_gap_ev": 9.60, "smiles": "[H]/N=N\\[H].O=C=NO", "species": ["H", "N", "N", "H", "O", "C", "N", "O", "H"], "coordinates": [[0.328, 0.561, -0.554], [0.834, 0.146, 0.209], [2.003, 0.331, 0.290], [2.376, 1.221, -0.216], [-1.567, 1.192, -1.095], [-1.436, 0.235, -0.521], [-1.594, -0.620, 0.264], [-0.940, -1.532, 0.956], [-0.003, -1.534, 0.667]], "lowdin_charge": [0.0423, -0.0236, 0.0412, 0.1001, 0.1916, -0.4587, 0.0331, -0.0141, 0.0881]}